Record 1
The following is a DFT calculation (the ωB97M-V functional and the def2-TZVPD basis) of a cluster of 4 separate species, C24H50ClFN6O7 in total at a distorted geometry.

```
89
Properties=species:S:1:pos:R:3:forces:R:3:lowdin_charge:R:1
N 4.307 -2.082 0.296 -0.040 0.231 0.158 0.039
C 4.840 -0.732 0.441 0.451 -0.387 -0.240 -0.250
C 4.550 0.154 -0.767 -0.068 0.640 -0.057 -0.135
C 3.129 0.120 -1.298 -0.708 -0.874 0.341 -0.239
C 2.818 -1.168 -2.157 0.404 0.372 0.018 -0.684
O 3.612 -1.225 -3.114 0.292 -0.118 -0.560 -0.010
O 1.823 -1.803 -1.866 -0.705 -0.589 0.165 0.044
C 2.081 0.420 -0.223 0.194 0.466 0.271 -0.189
N 1.634 -0.705 0.592 0.361 0.769 0.355 0.207
C 1.535 -0.624 1.794 -0.382 -0.385 -0.140 -0.308
O 1.353 -0.668 2.951 0.230 0.038 -0.097 0.152
C 0.927 1.235 -0.837 0.170 0.590 -0.164 -0.189
C -0.408 0.551 -1.078 0.654 -0.445 0.235 -0.131
C -0.506 -0.260 -2.337 0.077 0.151 -0.152 -0.780
O 0.094 -0.087 -3.347 -0.054 0.069 -0.148 0.057
Cl -1.751 -1.494 -2.208 0.059 -0.236 -0.166 0.777
C 1.597 1.952 -2.015 -0.689 0.342 0.221 -0.045
N 2.858 1.211 -2.339 0.115 0.818 -0.765 0.011
C 3.969 2.131 -2.701 0.194 0.374 0.213 -0.098
C 3.747 2.732 -4.075 -0.015 0.028 0.081 -0.164
F 4.682 3.742 -4.232 -0.009 -0.098 -0.060 -0.032
H 4.993 -2.714 -0.087 -0.024 -0.057 -0.058 0.083
H 3.987 -2.447 1.180 -0.028 -0.121 -0.026 0.071
H 5.931 -0.765 0.517 0.081 0.180 0.149 0.109
H 4.511 -0.264 1.368 -0.333 -0.064 0.002 0.107
H 4.770 1.186 -0.466 0.176 0.019 0.074 0.116
H 5.232 -0.098 -1.577 -0.055 -0.186 -0.088 0.116
H 2.561 1.154 0.437 0.122 -0.107 0.165 0.153
H 0.751 2.036 -0.119 -0.382 -0.100 0.141 0.132
H -1.213 1.285 -1.067 -0.122 0.005 -0.159 0.137
H -0.603 -0.108 -0.236 -0.146 0.018 -0.016 0.085
H 1.781 2.992 -1.747 0.622 -0.073 0.117 0.132
H 0.971 2.000 -2.898 -0.009 -0.266 -0.091 0.129
H 2.658 0.714 -3.216 0.226 -0.612 0.226 0.161
H 4.023 2.932 -1.966 -0.080 0.009 0.085 0.133
H 4.922 1.615 -2.694 -0.092 -0.252 -0.049 0.128
H 2.758 3.177 -4.182 -0.067 -0.001 -0.024 0.123
H 3.904 1.975 -4.844 -0.014 0.040 -0.120 0.138
C -5.093 -7.194 -1.681 0.031 -0.021 -0.083 -0.106
O -5.392 -5.957 -2.298 0.032 -0.040 0.032 -0.185
C -5.984 -4.984 -1.464 -0.147 0.177 -0.054 -0.209
C -4.995 -4.178 -0.613 0.173 -0.282 0.110 -0.426
C -4.455 -4.943 0.591 0.021 -0.132 -0.014 -0.058
N -3.863 -3.669 -1.392 -0.244 -0.022 -0.125 0.022
H -5.840 -7.451 -0.923 0.009 0.005 0.025 0.090
H -4.102 -7.193 -1.222 -0.035 -0.003 0.064 0.076
H -5.106 -7.957 -2.458 -0.016 0.010 -0.015 0.087
H -6.489 -4.292 -2.144 0.017 -0.019 -0.044 0.122
H -6.758 -5.443 -0.834 0.057 -0.003 0.053 0.120
H -5.549 -3.313 -0.233 -0.073 0.039 -0.016 0.133
H -3.703 -5.676 0.298 -0.020 -0.047 -0.072 0.077
H -3.978 -4.256 1.289 -0.146 -0.907 -0.485 0.020
H -5.254 -5.464 1.122 -0.022 -0.020 -0.004 0.089
H -4.215 -3.073 -2.137 0.018 0.051 0.007 0.062
H -3.441 -4.456 -1.880 0.103 0.001 0.076 0.080
C -3.743 -0.528 0.158 -0.154 -0.070 0.045 -0.130
O -2.582 -0.189 0.893 -0.107 0.088 0.120 -0.230
C -2.695 -0.252 2.302 0.054 0.084 0.140 -0.195
C -2.528 -1.656 2.899 -0.091 -0.090 -0.136 -0.414
C -3.756 -2.545 2.742 0.007 0.356 0.131 -0.067
N -1.365 -2.351 2.346 0.012 0.275 -0.098 0.070
H -4.650 -0.209 0.682 -0.001 0.048 0.062 0.093
H -3.796 -1.601 -0.044 0.010 0.068 0.011 0.041
H -3.686 -0.010 -0.799 -0.036 0.010 0.050 0.066
H -1.879 0.373 2.678 0.018 -0.012 -0.013 0.119
H -3.637 0.207 2.633 -0.034 -0.049 -0.043 0.120
H -2.357 -1.513 3.971 0.041 0.052 0.007 0.137
H -3.853 -2.919 1.722 0.126 0.829 0.389 0.022
H -3.674 -3.411 3.398 0.038 -0.060 -0.024 0.088
H -4.672 -2.010 3.001 -0.016 0.020 0.006 0.087
H -0.536 -1.790 2.527 -0.056 -0.203 0.165 0.030
H -1.461 -2.335 1.332 0.009 -0.203 -0.025 0.076
C 0.309 4.566 2.155 0.002 -0.118 -0.065 -0.098
O 1.163 4.712 1.033 -0.039 -0.102 0.004 -0.210
C 1.811 5.965 0.916 0.078 0.090 -0.166 -0.208
C 3.089 6.108 1.752 -0.039 -0.131 0.177 -0.432
C 2.831 6.330 3.238 0.017 0.088 0.025 -0.067
N 3.994 4.966 1.595 -0.106 -0.009 -0.202 0.042
H -0.188 5.508 2.400 0.007 0.015 0.019 0.092
H 0.848 4.202 3.032 -0.005 0.072 0.036 0.078
H -0.449 3.827 1.894 -0.008 0.015 -0.023 0.083
H 2.087 6.050 -0.139 -0.016 -0.047 -0.007 0.119
H 1.105 6.776 1.131 0.018 0.000 0.076 0.121
H 3.608 6.992 1.371 -0.021 0.013 -0.050 0.136
H 2.532 5.409 3.739 -0.022 -0.021 -0.025 0.066
H 3.739 6.682 3.725 0.028 -0.037 -0.003 0.077
H 2.051 7.077 3.398 -0.014 -0.011 -0.002 0.079
H 4.265 4.878 0.620 0.097 0.064 0.031 0.064
H 3.468 4.119 1.795 0.035 0.000 0.097 0.063
```
Forces are in eV/Å.

Values from the calculation:
Calculated total energy ... -2359.64243 a.u.
Spin multiplicity ... 1
Strongest force on any atom ... 1.18 eV Å⁻¹
Net charge ... 0
M ... 589.1 u
Kohn-Sham gap ... 8.4 eV
SMILES ... NCC[C@@]1(C(=O)[O-])[C@H](N=C=O)[C@H](CC(=O)Cl)C[N@H+]1CCF.COC[C@@H](C)N.COC[C@@H](C)N.COC[C@@H](C)N

***

Record 2
The following is a DFT calculation (the ωB97M-V functional and the def2-TZVPD basis) of a structure of composition C24H50F6N3O4P2ReS2Si4.

```
96
Properties=species:S:1:pos:R:3:forces:R:3:mulliken_spin:R:1
Re 1.047 0.367 0.892 -0.582 -0.171 -0.783 0.846
F -0.638 1.957 5.997 -0.015 -0.007 -0.024 0.000
C -1.066 1.859 4.754 -0.125 -0.110 0.041 0.001
F -1.337 3.066 4.270 0.014 -0.001 -0.007 0.000
F -2.155 1.107 4.705 0.119 0.037 -0.006 0.000
S 0.285 1.131 3.728 0.570 0.313 0.171 0.012
O -0.270 1.204 2.345 0.154 0.283 0.230 0.060
O 1.440 1.953 3.942 -0.537 -0.365 -0.014 0.001
N 0.401 -0.327 4.245 0.019 -0.002 0.015 0.001
S 0.454 -1.640 3.387 -0.031 0.125 -0.185 -0.002
O 0.302 -1.389 1.931 0.030 -0.058 0.237 -0.008
O 1.515 -2.503 3.766 -0.002 -0.014 -0.011 0.004
C -1.112 -2.505 3.839 -0.050 -0.076 0.019 -0.002
F -1.218 -3.605 3.107 0.039 0.014 -0.011 0.000
F -1.067 -2.819 5.122 0.035 0.011 -0.021 0.000
F -2.153 -1.719 3.608 0.032 0.008 0.016 -0.001
C -2.076 3.020 0.909 -0.050 -0.086 0.020 -0.003
P -1.511 1.726 -0.267 0.049 0.040 0.145 0.048
C -1.127 2.841 -1.674 0.002 -0.084 -0.053 -0.005
C -3.168 1.090 -0.831 0.032 -0.115 -0.036 0.006
C -4.281 0.966 0.220 0.032 0.007 -0.057 0.001
P -3.812 0.211 1.853 -0.021 0.036 0.043 0.002
C -4.898 -1.271 1.880 -0.002 0.005 0.024 0.001
C -4.811 1.284 2.968 -0.016 0.005 -0.059 0.000
H -2.349 2.589 1.868 -0.011 0.000 -0.004 0.000
H -2.937 3.539 0.484 -0.015 -0.009 -0.015 0.002
H -1.299 3.760 1.074 0.081 0.063 0.010 0.000
H -1.960 3.527 -1.832 -0.014 0.015 0.003 -0.001
H -0.960 2.278 -2.590 -0.035 0.062 0.048 0.000
H -0.234 3.428 -1.466 0.050 0.020 0.020 0.001
H -3.017 0.136 -1.335 0.032 0.013 0.084 -0.001
H -3.496 1.795 -1.600 0.001 -0.025 -0.052 0.000
H -5.094 0.379 -0.212 -0.020 0.033 -0.032 0.000
H -4.701 1.952 0.424 0.032 0.038 0.020 0.000
H -5.911 -1.031 1.551 -0.003 -0.002 0.022 0.000
H -4.947 -1.660 2.899 0.024 0.009 -0.023 0.000
H -4.491 -2.053 1.243 -0.004 -0.025 -0.039 0.000
H -5.853 1.342 2.649 0.010 -0.001 0.000 0.000
H -4.397 2.293 2.995 0.000 0.021 0.010 0.000
H -4.779 0.884 3.982 0.000 -0.020 0.012 0.000
C 1.412 -1.226 -4.617 -0.011 -0.017 -0.008 -0.002
Si 0.621 -0.094 -3.348 0.088 -0.080 0.040 0.002
C 1.492 1.558 -3.583 -0.006 -0.015 -0.001 -0.001
C -1.195 0.027 -3.823 -0.048 0.034 0.082 -0.002
Si 0.831 -0.979 -1.136 -0.026 0.112 0.083 0.021
Si 3.027 -2.034 -0.937 -0.004 0.039 0.086 -0.024
C 2.937 -3.331 -2.286 -0.066 0.041 -0.141 -0.016
C 4.455 -0.902 -1.395 -0.042 -0.015 -0.044 -0.004
C 3.357 -2.958 0.663 -0.022 0.017 0.005 -0.006
Si -0.547 -2.909 -0.913 0.126 -0.051 -0.053 0.001
C -2.189 -2.388 -0.192 -0.034 0.090 0.022 0.007
C -0.842 -3.636 -2.617 0.031 -0.018 0.018 -0.001
C 0.219 -4.246 0.153 0.011 0.021 0.028 0.001
H 1.176 -0.825 -5.607 -0.015 0.012 -0.023 0.000
H 1.026 -2.245 -4.575 0.006 -0.007 -0.012 0.000
H 2.499 -1.257 -4.532 -0.001 0.013 -0.009 0.000
H 1.259 1.936 -4.583 -0.007 -0.003 -0.014 0.000
H 2.574 1.420 -3.538 0.050 -0.011 -0.007 0.000
H 1.216 2.327 -2.867 0.019 0.031 0.009 0.000
H -1.324 0.737 -4.642 0.007 0.018 -0.035 0.000
H -1.853 0.333 -3.010 0.026 -0.029 -0.086 0.001
H -1.543 -0.943 -4.178 -0.014 -0.027 -0.014 0.000
H 2.755 -2.928 -3.281 0.045 -0.057 0.084 0.001
H 2.182 -4.087 -2.075 0.002 -0.008 -0.006 0.000
H 3.909 -3.832 -2.298 0.033 -0.022 0.005 -0.002
H 4.267 -0.383 -2.340 -0.004 0.004 0.001 0.001
H 5.330 -1.536 -1.550 0.058 -0.031 -0.018 0.000
H 4.727 -0.171 -0.636 0.005 0.045 0.054 0.001
H 3.188 -4.021 0.487 0.003 0.003 -0.002 0.000
H 2.737 -2.665 1.507 -0.002 0.006 0.021 0.003
H 4.401 -2.838 0.958 0.036 0.018 0.012 0.000
H -2.779 -1.842 -0.931 -0.012 -0.028 0.020 -0.001
H -2.073 -1.760 0.694 0.000 -0.008 -0.019 -0.005
H -2.756 -3.276 0.088 -0.054 -0.094 0.028 0.000
H -1.359 -2.943 -3.280 -0.018 0.023 -0.029 0.000
H -1.469 -4.526 -2.520 -0.018 -0.020 0.010 0.000
H 0.086 -3.943 -3.101 -0.007 0.004 -0.009 0.000
H 0.635 -3.878 1.090 -0.031 -0.007 -0.014 0.000
H 1.007 -4.777 -0.381 0.016 -0.019 0.009 0.000
H -0.556 -4.979 0.392 -0.020 -0.007 0.011 0.000
C 2.906 0.144 1.792 -0.091 0.037 0.159 -0.007
H 3.542 -0.529 1.217 0.028 0.011 -0.073 -0.001
H 2.835 -0.282 2.798 0.045 -0.003 -0.018 0.018
H 3.410 1.109 1.868 0.011 0.003 0.089 0.002
N 4.151 6.830 -1.197 0.014 0.039 -0.020 0.009
C 3.658 5.837 -0.903 -0.017 -0.051 0.031 -0.003
C 3.039 4.593 -0.533 -0.019 0.013 0.014 0.012
C 1.992 4.571 0.384 0.036 0.024 -0.032 -0.011
C 1.427 3.358 0.709 0.077 0.026 0.122 0.024
N 1.827 2.199 0.163 0.071 -0.013 -0.027 0.015
C 2.847 2.227 -0.706 -0.049 0.028 -0.111 -0.011
C 3.481 3.395 -1.079 -0.009 -0.011 0.000 -0.012
H 1.636 5.479 0.847 -0.003 0.005 0.006 0.000
H 0.648 3.286 1.451 -0.035 0.000 0.039 0.008
H 3.144 1.274 -1.114 0.023 -0.044 -0.025 0.023
H 4.296 3.370 -1.787 -0.006 -0.007 0.003 0.000
```
Forces are in eV/Å.

Values from the calculation:
Calculated total energy ... -4724.03949 a.u.
Spin multiplicity ... 2
Strongest force on any atom ... 0.99 eV Å⁻¹
Net charge ... +1
M ... 983.3 u
Kohn-Sham gap (spin up / spin down) ... 6.6 / 6.5 eV